Entry 1:
Formula: C35H50F15NO13S
Source: the OMol25 dataset
Level of theory: ωB97M-V/def2-TZVPD

Geometry as ORCA input:
```
! wB97M-V def2-TZVPD RIJCOSX def2/J DEFGRID3
* xyz 0 1
O -5.303 -4.109 -3.761
H -4.957 -5.593 -0.744
C 0.937 -1.108 2.586
H 7.855 -2.215 -2.443
O 4.884 -0.458 8.228
H 6.470 -1.578 -1.570
C 1.755 0.611 0.950
H -4.012 -5.594 -3.076
C 4.061 -2.748 -4.844
H -5.096 -0.773 6.007
C 4.769 -1.771 -3.892
F 0.512 6.347 -0.350
H 0.350 1.791 -0.593
C -0.989 -0.442 -5.257
H 2.029 -1.192 6.609
H -0.211 8.692 -5.416
H -0.790 -1.078 3.753
H -1.224 3.181 -4.961
C -0.514 -0.267 -3.811
C -4.334 -3.227 -3.959
C -7.716 -3.310 4.370
O -3.245 -3.245 -3.465
H -3.357 -1.991 7.356
C -4.649 -1.704 5.661
S -3.000 1.350 3.184
H 0.685 2.399 -2.736
H -0.865 1.473 -6.236
F 3.807 -2.151 -6.018
C -4.999 -5.188 -2.856
F -3.963 -1.127 -4.981
H 1.638 -0.283 -3.877
C -0.212 8.213 -4.438
O 1.469 -2.227 3.348
H 6.222 0.236 -3.303
C 1.129 -2.124 4.651
F 4.814 -3.829 -5.085
H -3.502 1.939 -5.581
C 2.912 -0.609 6.786
N -0.296 0.930 3.566
H -3.833 -1.444 4.989
H -2.664 3.532 -4.028
O -5.595 -2.443 4.864
C 2.160 -0.385 2.045
F -6.022 -1.711 -4.685
H 3.903 -2.192 7.844
H 1.922 8.309 -4.212
C -1.654 0.810 -5.879
H 2.909 -1.110 1.736
C 0.118 -0.456 3.709
F 6.841 0.655 10.005
C 1.393 -0.046 -0.398
C -4.795 -2.167 -4.971
C -1.962 2.740 -4.294
H 1.360 6.795 -4.904
F -7.114 -4.430 3.947
H -6.101 -4.324 -1.221
H -2.193 0.479 -6.772
C -5.114 -4.747 -1.412
F 6.943 1.202 7.911
H 2.551 1.337 0.777
O 3.791 1.266 9.178
H -0.525 0.463 -1.302
F -7.991 -2.559 3.292
F 2.904 -3.158 -4.329
H 0.898 1.091 -4.652
H 0.234 -1.489 1.849
C 6.802 -0.665 -3.501
H -4.378 -3.980 -1.175
O 1.088 -3.007 5.436
H -1.281 0.183 -3.186
O 4.234 -1.241 -2.964
C 3.637 -1.148 8.000
H 0.891 1.163 1.323
H 7.948 -0.615 -1.682
H 2.560 0.193 2.884
C -4.126 -2.537 6.811
H -0.432 8.962 -3.677
H -0.117 -0.667 -5.877
C 6.202 1.308 9.022
H 2.134 1.484 -2.391
C -2.672 1.558 -4.986
C 0.849 0.460 -3.758
O 1.189 7.012 -2.839
O -7.217 -2.056 6.376
H 7.642 -0.383 -4.131
H -3.704 -3.473 6.443
C 4.795 0.725 8.818
H 2.622 0.431 6.933
H -4.925 -2.792 7.507
H 3.015 -1.099 8.893
C -6.826 -2.530 5.351
F 2.039 4.961 -1.018
H -1.444 2.394 -3.403
H -1.016 7.478 -4.415
C 7.299 -1.304 -2.222
H -1.681 -1.276 -5.339
F -0.034 4.344 -0.948
C -1.489 1.109 3.496
C 1.129 7.565 -4.168
H -5.729 -5.966 -3.070
C 1.054 1.392 -2.551
H 2.322 -0.258 -0.927
H -3.088 0.873 -4.251
H 0.845 -0.961 -0.167
C 0.593 5.838 -2.673
F 6.143 2.596 9.354
F -4.833 -2.679 -6.211
C 0.468 0.901 -1.213
O 0.823 -0.792 4.891
H 3.561 -0.645 5.908
H -0.349 -1.280 -3.432
O 6.023 -1.591 -4.283
F -8.868 -3.653 4.939
C 0.776 5.365 -1.222
O 0.022 5.209 -3.513
*
```

Strongest force on any atom ... 1.402 eV Å⁻¹
Frontier orbital gap ... 10.05 eV
SMILES ... CCCCCCCCCCC[C@H]1OC(=O)O[C@H]1N=C=S.CCOC(=O)C(F)(F)F.CCOC(=O)C(F)(F)F.CCOC(=O)C(F)(F)F.CCOC(=O)C(F)(F)F.CCOC(=O)C(F)(F)F
E_HOMO ... -10.3 eV
DFT total energy ... -116812.1948 eV

Atom charges from the Löwdin analysis, given in e for atoms 1 to 99:
1. O 0.035
2. H 0.083
3. C -0.194
4. H 0.084
5. O 0.035
6. H 0.076
7. C -0.193
8. H 0.126
9. C -0.545
10. H 0.127
11. C -0.398
12. F 0.168
13. H 0.083
14. C -0.205
15. H 0.046
16. H 0.083
17. H 0.156
18. H 0.064
19. C -0.205
20. C -0.396
21. C -0.543
22. O 0.169
23. H 0.084
24. C -0.199
25. S 0.787
26. H 0.077
27. H 0.094
28. F 0.167
29. C -0.194
30. F 0.158
31. H 0.095
32. C -0.059
33. O 0.086
34. H 0.126
35. C -0.550
36. F 0.166
37. H 0.099
38. C -0.053
39. N 0.134
40. H 0.103
41. H 0.070
42. O 0.032
43. C -0.116
44. F 0.169
45. H 0.129
46. H 0.125
47. C -0.208
48. H 0.129
49. C -0.281
50. F 0.164
51. C -0.171
52. C -0.531
53. C -0.103
54. H 0.126
55. F 0.163
56. H 0.084
57. H 0.100
58. C -0.060
59. F 0.162
60. H 0.120
61. O 0.170
62. H 0.099
63. F 0.164
64. F 0.172
65. H 0.104
66. H 0.158
67. C -0.194
68. H 0.076
69. O 0.193
70. H 0.085
71. O 0.159
72. C -0.174
73. H 0.093
74. H 0.083
75. H 0.127
76. C -0.056
77. H 0.084
78. H 0.108
79. C -0.543
80. H 0.108
81. C -0.245
82. C -0.177
83. O 0.036
84. O 0.175
85. H 0.125
86. H 0.085
87. C -0.403
88. H 0.090
89. H 0.078
90. H 0.129
91. C -0.400
92. F 0.165
93. H 0.050
94. H 0.077
95. C -0.060
96. H 0.083
97. F 0.166
98. C -0.759
99. C -0.194

Entry 2:
Formula: C35H50LiN8S2
Source: the OMol25 dataset
Level of theory: ωB97M-V/def2-TZVPD

Geometry as ORCA input:
```
! wB97M-V def2-TZVPD RIJCOSX def2/J DEFGRID3
* xyz 1 1
Li 0.880 -0.911 0.894
C 5.667 -1.419 1.919
H 0.109 -3.718 0.898
C -4.643 2.040 -3.998
H -2.706 3.272 4.179
H 4.259 3.579 0.152
N -3.281 0.566 0.047
H -4.882 4.065 -4.743
C -3.116 2.017 -4.028
H -5.730 -1.621 0.898
C -1.728 -0.438 4.833
C 1.163 -3.523 4.090
S -1.314 0.038 -1.662
C -2.458 2.675 -2.816
C 0.994 -2.652 -1.688
C 2.803 -1.291 1.768
C 1.845 1.880 -1.233
C -5.237 3.443 -3.919
H 5.538 2.419 -0.261
N -0.316 -2.158 2.162
H -5.301 -1.105 -2.098
H 5.484 1.261 -2.363
H 0.679 -1.836 5.355
H 2.437 3.120 -2.973
H 4.278 0.676 0.706
C -3.760 -1.904 0.058
N -1.705 1.501 3.811
H -1.897 -1.298 5.454
H 6.749 -1.458 1.968
H 3.005 1.814 1.127
H -3.749 2.596 -1.155
H -0.025 -2.308 -1.834
C -5.283 -1.874 -0.070
C -1.963 2.889 3.485
H 1.418 -5.010 2.551
H -4.973 3.951 -2.988
C 0.569 -2.309 4.389
H -3.473 -2.778 0.650
C 0.248 -3.340 1.903
C 0.982 -4.061 2.826
H 1.760 -4.036 4.832
H -5.010 1.544 -4.898
H 4.502 -3.846 -0.965
H -2.052 -0.880 0.871
H -4.061 1.140 0.325
C -0.166 -1.692 3.393
H 2.470 3.998 -1.431
H -2.764 0.987 -4.096
C -0.859 0.717 3.102
H 3.307 -4.757 -2.921
H -5.723 0.110 -0.896
H -2.654 3.748 -2.808
N 2.768 0.882 -0.713
H -5.617 -2.888 -0.299
H -1.047 3.471 3.564
N -0.882 -0.497 3.732
C 2.899 -2.530 -0.389
N 4.095 2.711 -1.755
C 3.594 -1.919 0.782
C 4.995 -1.969 0.840
C 2.633 3.031 -1.905
N 1.639 -2.132 -0.641
C 2.837 -4.012 -2.292
C -2.239 0.805 4.877
C -5.827 -0.945 -1.154
H -4.999 1.440 -3.156
H 1.153 1.405 -1.928
H 3.012 -0.283 3.661
H -6.887 -1.131 -1.326
C -3.118 -0.702 0.744
C 1.544 -3.579 -2.552
H 4.638 3.459 -2.179
H -3.306 -2.029 -0.928
H -1.378 2.535 -2.859
C 4.412 1.423 -2.462
H -2.328 2.966 2.462
C 3.543 -0.779 2.849
C 4.466 2.609 -0.299
H -2.937 1.251 5.562
H -2.761 2.540 -4.922
H 2.904 -0.160 -2.510
C 3.510 -3.491 -1.204
H 5.441 -0.418 3.804
C 3.628 1.454 0.309
H 1.245 2.264 -0.409
H 4.168 1.568 -3.514
N -2.925 2.159 -1.538
H -3.554 -0.568 1.739
H 4.215 -0.449 -1.364
H -6.325 3.411 -3.971
H 0.972 -3.960 -3.386
C -2.568 0.960 -1.023
C 3.565 0.315 -1.785
H 5.578 -2.423 0.045
C 4.929 -0.835 2.943
S 0.001 1.214 1.748
*
```

Strongest force on any atom ... 0.475 eV Å⁻¹
Frontier orbital gap ... 6.44 eV
E_HOMO ... -8.7 eV
DFT total energy ... -70898.9211 eV

In elementary charge units, the Löwdin charges are:
1. Li 0.410
2. C -0.115
3. H 0.111
4. C -0.260
5. H 0.093
6. H 0.133
7. N 0.004
8. H 0.078
9. C -0.206
10. H 0.107
11. C -0.029
12. C -0.029
13. S 0.693
14. C -0.230
15. C -0.166
16. C -0.135
17. C -0.160
18. C -0.108
19. H 0.134
20. N 0.087
21. H 0.076
22. H 0.134
23. H 0.125
24. H 0.132
25. H 0.100
26. C -0.203
27. N -0.124
28. H 0.130
29. H 0.095
30. H 0.113
31. H 0.133
32. H 0.047
33. C -0.252
34. C -0.037
35. H 0.115
36. H 0.059
37. C 0.004
38. H 0.113
39. C -0.133
40. C -0.033
41. H 0.119
42. H 0.109
43. H 0.104
44. H 0.046
45. H 0.132
46. C -0.287
47. H 0.133
48. H 0.086
49. C -0.716
50. H 0.110
51. H 0.049
52. H 0.115
53. N -0.136
54. H 0.105
55. H 0.089
56. N 0.009
57. C -0.260
58. N -0.096
59. C -0.267
60. C -0.084
61. C -0.051
62. N 0.048
63. C -0.060
64. C -0.035
65. C -0.112
66. H 0.086
67. H 0.077
68. H 0.077
69. H 0.072
70. C -0.229
71. C -0.063
72. H 0.184
73. H 0.092
74. H 0.082
75. C -0.048
76. H 0.078
77. C -0.173
78. C -0.041
79. H 0.125
80. H 0.115
81. H 0.133
82. C -0.017
83. H 0.094
84. C -0.127
85. H 0.070
86. H 0.132
87. N 0.002
88. H 0.124
89. H 0.114
90. H 0.073
91. H 0.104
92. C -0.802
93. C -0.125
94. H 0.094
95. C -0.117
96. S 0.655

Entry 3:
Formula: C35H51CsN7O2SSe
Source: the OMol25 dataset
Level of theory: ωB97M-V/def2-TZVPD

Geometry as ORCA input:
```
! wB97M-V def2-TZVPD RIJCOSX def2/J DEFGRID3
* xyz -1 1
C 1.394 -0.470 5.145
H 1.169 -0.729 -3.988
H -0.926 5.783 -0.265
C -0.376 -1.770 -0.979
H 4.361 -4.614 1.755
C -2.258 4.637 -2.339
C -0.019 -3.972 -3.797
C -3.215 2.095 -1.487
C 2.082 -2.798 -0.143
C -2.015 0.483 0.382
H -0.098 3.181 -2.751
H -0.284 -4.069 -4.854
C 1.242 -2.161 0.830
C 3.362 -4.314 1.423
C 4.680 -1.547 4.192
H -7.107 1.158 -2.231
H 3.927 -1.507 1.414
H 5.910 -0.344 5.566
N 0.468 -1.461 5.067
C 1.654 -2.888 -1.459
C 4.949 -0.647 5.185
C -1.428 1.760 0.146
C 0.436 -2.379 -1.916
H 4.370 -3.399 -1.734
H 5.320 -2.137 3.560
H -4.000 -0.329 -3.693
N 3.317 -1.596 4.088
N 3.786 -0.123 5.685
H 0.461 4.651 -1.937
H -0.963 4.375 0.824
H 2.816 -3.894 2.263
C -3.178 0.072 -0.268
H 0.847 -1.861 -5.315
O 1.590 -2.001 2.080
H -2.472 5.102 0.270
C 4.363 -2.125 0.633
H -3.280 4.859 -2.025
H 5.342 -2.473 0.978
N 2.134 3.858 3.152
H -4.466 1.366 -3.844
C 3.466 -3.316 0.259
H -2.297 4.056 -3.262
Se -1.217 -0.792 1.585
H 0.938 -4.474 -3.640
C 0.054 -2.494 -3.391
N 2.154 4.055 0.878
H -1.535 -1.940 -4.743
H 0.300 3.197 2.662
C -6.198 1.442 -1.692
C -2.076 2.562 -0.860
H -6.426 1.481 -0.625
C -0.765 -0.879 5.191
N 0.826 0.703 5.309
H -4.801 -1.715 -1.733
C -0.523 0.452 5.361
H 2.698 4.057 0.032
H -2.105 -2.338 -3.118
C 2.830 -0.710 5.000
H -1.677 -1.444 5.116
C -1.469 3.915 -1.242
H -5.791 -0.977 -0.467
H 4.523 -1.493 -0.244
H -3.563 -0.908 -0.018
C -1.449 4.852 -0.023
C -3.809 0.858 -1.214
H -1.764 5.586 -2.564
H -3.680 2.721 -2.238
C -1.304 -1.850 -3.678
H 0.654 -2.409 4.784
H -5.916 2.447 -2.010
O -0.376 2.183 0.770
H 0.430 4.825 2.848
H -5.689 0.101 -4.023
C 2.864 3.960 2.022
C 0.010 -1.652 0.348
H 2.302 -3.368 -2.180
C -5.070 0.435 -1.963
H 0.536 3.074 -1.110
H -6.458 -1.212 -2.087
H 2.096 -2.225 -4.117
H 1.201 3.703 0.816
H 5.138 -4.423 -0.522
H 3.595 -4.911 -1.229
C -4.790 0.392 -3.472
S 4.540 3.947 2.063
H -1.311 -0.789 -3.418
H 2.622 3.719 4.021
H -1.237 1.249 5.481
H -0.771 -4.494 -3.202
N 0.738 3.931 3.218
C -0.048 3.693 -1.788
C 1.107 -1.786 -4.255
C -5.554 -0.949 -1.532
H -1.327 -1.349 -1.270
Cs 1.711 0.770 2.046
H 2.763 -1.973 3.294
C 4.175 -4.053 -0.882
H 2.833 -5.212 1.094
*
```

Strongest force on any atom ... 0.678 eV Å⁻¹
Frontier orbital gap ... 6.63 eV
E_HOMO ... -4.5 eV
DFT total energy ... -128383.3465 eV

In elementary charge units, the Löwdin charges are:
1. C -0.365
2. H 0.089
3. H 0.082
4. C -0.060
5. H 0.080
6. C -0.080
7. C -0.053
8. C 0.004
9. C -0.091
10. C -0.430
11. H 0.087
12. H 0.078
13. C -0.480
14. C -0.041
15. C -0.105
16. H 0.077
17. H 0.041
18. H 0.090
19. N 0.118
20. C 0.003
21. C -0.152
22. C -0.404
23. C -0.182
24. H 0.080
25. H 0.100
26. H 0.073
27. N 0.091
28. N 0.115
29. H 0.082
30. H 0.049
31. H 0.061
32. C -0.109
33. H 0.078
34. O -0.387
35. H 0.087
36. C -0.040
37. H 0.082
38. H 0.081
39. N -0.130
40. H 0.076
41. C -0.525
42. H 0.081
43. Se 1.029
44. H 0.074
45. C -0.556
46. N 0.097
47. H 0.082
48. H 0.012
49. C -0.055
50. C -0.089
51. H 0.087
52. C -0.123
53. N 0.090
54. H 0.081
55. C -0.154
56. H 0.088
57. H 0.083
58. C -0.349
59. H 0.107
60. C -0.528
61. H 0.085
62. H 0.091
63. H 0.086
64. C -0.044
65. C -0.193
66. H 0.082
67. H 0.088
68. C -0.075
69. H 0.156
70. H 0.074
71. O -0.346
72. H 0.086
73. H 0.079
74. C -1.042
75. C -0.425
76. H 0.088
77. C -0.561
78. H 0.056
79. H 0.080
80. H 0.074
81. H 0.038
82. H 0.082
83. H 0.085
84. C -0.047
85. S 0.527
86. H 0.087
87. H 0.120
88. H 0.099
89. H 0.087
90. N 0.044
91. C -0.045
92. C -0.050
93. C -0.071
94. H 0.080
95. Cs 1.215
96. H 0.074
97. C -0.078
98. H 0.087

Q: Among the records above, which one has the lowest frontier orbital gap?
A: C35H50LiN8S2

Q: What is the E_HOMO in the third record?
A: -4.5 eV